20
Properties=species:S:1:pos:R:3:forces:R:3:lowdin_charge:R:1 method="wB97M-V/def2-TZVPD" gap_ev=11.5 smiles="CCCCC(=O)O.O" mol_weight_g_mol=120.15
C -1.267 0.485 -1.641 -0.07 -0.08 -0.49 -0.0998
C 0.203 0.820 -1.341 -0.25 -0.50 0.26 -0.2389
C 1.040 -0.426 -1.055 -0.10 -0.15 -0.09 -0.2076
C 0.641 -1.051 0.279 -0.96 -0.55 -0.05 -0.1054
C 1.108 -0.290 1.483 0.76 -0.12 0.10 -0.5054
O 0.484 -0.086 2.496 -0.27 0.00 -0.01 0.0863
O 2.375 0.171 1.359 -0.20 0.34 0.22 0.1030
H -1.618 0.881 -2.596 0.04 0.48 0.22 0.0675
H -1.915 0.798 -0.824 -0.12 -0.01 -0.18 0.0609
H -1.420 -0.580 -1.792 0.12 -0.32 0.32 0.0690
H 0.214 1.414 -0.432 0.17 0.40 0.10 0.1013
H 0.678 1.408 -2.118 -0.05 0.11 -0.23 0.1017
H 2.087 -0.154 -1.037 0.30 -0.07 0.02 0.1010
H 0.909 -1.171 -1.848 -0.02 0.14 0.06 0.1166
H -0.447 -1.110 0.381 -0.02 0.36 -0.14 0.1055
H 0.875 -2.123 0.346 0.70 0.33 0.17 0.1380
H 2.540 0.740 2.137 -0.03 -0.39 -0.27 0.1376
O -2.309 -0.170 1.800 0.26 0.48 0.51 -0.0812
H -1.450 -0.198 2.274 -0.39 -0.01 -0.32 0.0066
H -2.726 0.642 2.131 0.13 -0.44 -0.20 0.0434


46
Properties=species:S:1:pos:R:3:forces:R:3:lowdin_charge:R:1 method="wB97M-V/def2-TZVPD" gap_ev=10.9 total_charge=+1 mol_weight_g_mol=260.30
C -2.292 -3.113 -0.767 0.15 -4.80 -2.06 -0.1570
C -1.850 -1.977 0.055 -1.23 1.65 2.34 -0.2732
C -2.034 -0.568 -0.674 -1.07 1.08 2.91 -0.1363
C -1.068 -0.455 -1.829 0.26 0.80 1.85 -0.2680
C -1.494 -0.547 -3.071 2.55 -0.17 -2.82 0.0993
C 1.082 -1.658 -1.644 -1.53 -1.34 1.43 -0.2030
N 0.377 -0.337 -1.279 -1.97 -2.75 1.18 0.1249
H -3.370 -3.148 -0.998 0.23 0.63 0.49 0.0803
H -1.875 -3.203 -1.818 0.05 0.41 1.11 0.0721
H -2.148 -4.256 -0.359 0.05 2.99 -0.44 0.1369
H -2.504 -2.057 0.987 0.36 0.79 -1.16 0.1378
H -0.890 -1.986 0.612 0.09 -0.52 -1.13 0.0845
H -3.095 -0.408 -0.981 0.87 -0.62 -0.27 0.1318
H -2.012 0.284 0.191 0.55 -2.05 -2.27 0.1351
H -1.005 -0.695 -4.138 -0.41 0.64 2.85 0.1355
H -2.520 -0.430 -3.164 -1.94 -0.26 -0.06 0.0539
H 1.991 -1.866 -1.026 -0.38 0.86 -0.93 0.1328
H 0.375 -2.488 -1.420 0.28 0.77 0.74 0.1272
H 0.272 -0.093 -0.190 0.73 -0.69 -2.86 0.1676
H 0.831 0.417 -1.741 0.89 1.07 -0.49 0.0982
H 3.011 1.622 -3.261 2.26 3.95 -1.91 -0.0061
O 2.595 0.966 -2.824 -2.17 -3.28 2.19 0.0191
H 2.537 0.300 -3.505 -0.25 -0.78 -0.17 0.0451
H 1.118 -2.589 -3.417 0.02 2.35 1.26 0.1816
O 1.131 -1.647 -3.014 1.36 -1.61 -2.13 -0.0563
H -1.502 0.713 2.684 -0.91 -0.04 -0.82 0.0241
H -2.174 1.762 3.415 -0.74 1.12 1.84 0.0388
O -2.183 1.444 2.539 1.16 -1.28 -1.14 -0.0604
H 3.302 -0.662 0.278 0.37 -0.59 -1.40 0.0372
H 3.137 -0.081 1.527 -1.61 -0.58 -0.22 0.0825
O 2.577 -0.611 0.888 1.22 1.08 1.47 -0.0603
H 0.000 2.605 0.234 1.04 2.91 -0.08 0.0210
H -0.751 1.585 0.898 0.50 -0.76 -1.62 0.0334
O -0.232 1.734 0.057 -1.66 -1.76 1.27 -0.0414
H 1.199 2.532 3.073 1.16 -3.30 1.05 0.1103
H 2.381 1.409 3.079 1.49 0.03 -0.89 -0.0030
O 1.557 1.587 3.473 -3.05 2.92 0.15 -0.0951
H 0.435 0.557 2.840 0.70 -1.74 -0.43 0.0538
H 0.055 -1.024 2.167 1.06 -0.46 0.51 0.0401
O -0.176 -0.136 2.388 -0.86 1.99 0.15 -0.0839
H -0.808 2.578 2.110 -0.02 0.80 0.95 0.0215
H -0.576 3.703 3.052 -2.58 2.89 4.16 0.0075
O -0.179 3.286 2.385 2.47 -2.57 -4.46 -0.0025
H 1.944 1.712 0.367 -3.01 -2.17 -3.43 -0.0621
H 2.386 3.099 0.863 -0.12 -0.18 -0.30 0.0794
O 2.445 2.143 0.957 3.65 2.61 3.60 -0.0047


32
Properties=species:S:1:pos:R:3:forces:R:3:lowdin_charge:R:1 method="wB97M-V/def2-TZVPD" gap_ev=9.2 mol_weight_g_mol=284.81
N -2.309 -2.218 -2.076 0.07 -0.02 -0.45 0.1269
C -1.537 -1.677 -3.148 -0.79 0.76 -0.89 -0.4718
O -2.079 -1.213 -4.131 0.44 -0.60 0.54 0.0927
C -0.021 -1.710 -3.104 -0.21 -0.50 0.66 -0.0814
C 0.607 -2.447 -1.925 -0.18 0.17 0.24 -0.0927
N 0.205 -1.852 -0.632 0.79 -0.55 -1.39 -0.0471
C -0.537 -2.377 0.383 0.13 -0.27 -0.57 -0.0260
C -0.621 -1.404 1.301 -0.73 -0.64 1.12 -0.0099
N 0.076 -0.335 0.862 0.54 1.50 -0.05 -0.0143
C 0.275 0.955 1.548 -0.32 0.35 0.23 0.0405
B 0.166 2.221 0.574 0.25 0.51 0.48 -0.6026
O 1.094 2.427 -0.405 -0.39 -0.84 -0.28 0.1884
O -0.883 3.116 0.713 0.03 -0.52 -0.43 0.1687
C 0.580 -0.617 -0.324 -0.22 -0.54 0.08 -0.0086
H -3.225 -2.385 -2.481 -0.11 -0.01 0.00 0.1001
H -2.475 -1.523 -1.354 0.37 -0.09 0.25 0.0953
H 0.326 -0.684 -3.166 0.11 0.19 0.01 0.1223
H 0.310 -2.199 -4.014 -0.02 -0.01 -0.23 0.1339
H 1.687 -2.377 -1.995 0.18 0.00 0.04 0.1324
H 0.361 -3.501 -1.906 -0.25 -0.08 0.00 0.1331
H -0.953 -3.360 0.366 -0.08 -0.22 -0.11 0.1358
H -1.161 -1.485 2.222 0.12 0.51 0.32 0.1462
H -0.534 1.072 2.260 -0.08 -0.18 0.20 0.1347
H 1.192 0.963 2.138 0.06 -0.08 -0.17 0.1186
H 0.682 2.988 -1.071 0.42 0.55 0.04 0.1184
H -1.638 2.857 0.178 -0.31 0.25 0.19 0.1063
H 1.187 -0.016 -0.969 0.14 0.46 0.19 0.1679
B 1.850 3.373 4.046 0.04 0.36 0.23 -1.2413
F 3.074 3.643 4.654 0.01 -0.05 -0.05 0.1054
F 1.910 2.089 3.421 0.14 -0.27 -0.03 0.0449
F 0.820 3.355 4.994 -0.08 -0.07 -0.04 0.0930
F 1.573 4.319 3.044 -0.07 -0.05 -0.14 0.0902


73
Properties=species:S:1:pos:R:3:forces:R:3:lowdin_spin:R:1 method="wB97M-V/def2-TZVPD" multiplicity=3 gap_ev="4.2 / 3.6" total_charge=+2 mol_weight_g_mol=676.43
W 0.459 0.574 -1.596 3.86 -6.12 5.30 0.2984
C 0.681 2.387 -2.438 0.87 3.62 -0.27 0.0918
C 0.424 2.551 -1.030 0.17 3.13 -0.24 0.0781
C -0.904 2.986 -0.486 -0.85 -0.01 0.01 0.0075
C -2.056 2.180 -1.114 -0.40 0.53 -0.08 -0.0036
C -1.607 0.811 -1.569 -0.81 -0.90 -0.60 0.0173
C -1.142 0.347 -2.858 -2.78 -0.52 -1.22 0.0878
C -1.026 1.285 -4.011 0.47 0.89 -0.44 0.0396
C -0.277 2.594 -3.562 -0.90 0.09 -1.13 0.0431
C 0.034 -1.742 -1.289 0.14 -1.41 -0.92 0.2153
H 1.696 2.690 -2.679 -0.15 0.08 -0.06 -0.0014
H 1.253 2.961 -0.457 -0.03 -0.12 -0.22 0.0009
H -1.061 4.046 -0.705 0.17 0.07 0.08 0.0040
H -0.922 2.899 0.604 0.10 0.07 -0.19 0.0004
H -2.866 2.025 -0.381 0.22 0.17 -0.36 0.0003
H -2.483 2.757 -1.945 -0.05 -0.29 0.21 -0.0007
H -2.103 0.021 -1.008 0.19 0.13 -0.19 0.0076
H -1.411 -0.679 -3.113 -0.02 0.31 -0.10 -0.0035
H -2.025 1.545 -4.411 0.52 -0.17 0.01 0.0113
H -0.412 0.815 -4.788 -0.40 0.01 -0.06 0.0005
H 0.308 2.993 -4.401 -0.43 -0.01 0.12 0.0033
H -1.022 3.339 -3.268 0.25 0.06 -0.15 0.0055
H 0.572 -2.211 -2.123 -0.47 -0.09 0.29 0.0081
H -1.000 -2.036 -1.431 0.00 0.32 0.34 0.0142
H 0.384 -2.236 -0.380 -0.08 -0.02 -0.28 0.0034
P -1.253 -1.045 1.132 -2.61 -1.86 -1.09 0.1582
P 1.618 0.015 1.674 1.18 1.56 0.37 0.1156
N -3.025 -1.466 0.322 1.31 0.72 0.26 0.0434
N -1.368 -2.220 2.355 0.36 0.02 -0.07 0.0342
N 1.867 0.713 0.086 0.30 -1.26 -0.30 0.3052
N 3.035 0.608 2.510 -0.38 -0.58 0.11 0.0124
C -1.235 0.539 1.978 -0.18 1.20 0.82 0.0200
C 0.212 1.050 2.351 -0.18 0.14 -0.03 0.0349
C -3.321 -1.833 -1.003 -0.40 0.08 -0.31 0.0017
C -4.680 -2.066 -1.147 1.13 0.51 0.44 0.0011
C -5.286 -1.786 0.113 1.29 -0.01 0.57 0.0024
C -4.240 -1.466 0.994 -1.05 0.16 -0.35 0.0060
C -1.469 -3.598 2.078 -0.32 -0.04 1.01 0.0020
C -1.913 -4.240 3.216 0.36 0.81 -0.87 0.0039
C -2.080 -3.247 4.235 0.43 0.89 -0.66 0.0061
C -1.715 -2.033 3.696 -0.43 -0.81 0.24 0.0053
C 1.650 -0.472 -2.890 0.86 -0.16 0.74 0.1300
C 2.571 0.541 -2.921 0.00 0.79 0.29 0.0036
C 3.422 0.991 -1.816 -0.63 0.80 0.67 0.1467
C 3.051 1.153 -0.483 0.02 0.04 0.29 -0.0192
C 3.684 1.844 2.412 0.78 -0.32 0.35 0.0024
C 4.970 1.727 2.916 -1.23 -0.39 -0.43 0.0003
C 5.121 0.373 3.377 -1.01 0.04 -0.50 -0.0001
C 3.929 -0.289 3.128 0.91 0.72 -0.18 0.0039
H -1.860 0.450 2.876 0.19 0.29 -0.12 0.0047
H -1.726 1.299 1.349 0.09 -0.58 0.07 -0.0002
H 0.403 2.098 2.038 -0.38 -0.58 0.14 0.0014
H 0.320 1.048 3.450 0.15 -0.23 -0.41 0.0003
H -2.607 -1.752 -1.816 -0.30 -0.37 0.39 0.0005
H -5.131 -2.373 -2.086 -0.04 0.14 0.34 0.0001
H -6.353 -1.818 0.323 0.47 -0.05 0.19 0.0006
H -4.296 -1.189 2.037 0.04 -0.14 -0.04 0.0000
H -1.209 -3.965 1.105 -0.11 -0.14 -0.20 0.0005
H -2.107 -5.295 3.314 0.05 0.01 -0.05 0.0001
H -2.438 -3.405 5.237 0.08 -0.01 0.08 0.0007
H -1.653 -1.051 4.115 -0.15 0.06 0.34 0.0000
H 1.618 -1.331 -3.539 -0.49 -0.03 -0.36 0.0046
H 2.564 1.204 -3.799 0.98 -0.71 -0.40 0.0085
H 4.424 1.348 -2.078 -0.58 0.34 -0.15 0.0053
H 3.690 1.778 0.167 0.14 -0.95 -0.36 0.0003
H 3.174 2.676 1.965 -0.04 0.25 0.10 0.0003
H 5.717 2.512 2.898 -0.17 -0.16 0.20 0.0002
H 6.021 -0.042 3.805 -0.18 -0.08 0.09 0.0000
H 3.641 -1.310 3.329 -0.01 0.07 -0.02 0.0016
C 2.545 -1.769 -0.668 1.40 -0.87 -1.04 0.0134
H 2.307 -2.165 0.318 -0.57 0.44 -0.32 0.0006
H 3.458 -1.177 -0.714 -0.41 0.25 0.00 0.0020
H 2.460 -2.467 -1.500 -0.24 0.15 0.33 0.0054


38
Properties=species:S:1:pos:R:3:forces:R:3:lowdin_charge:R:1 method="wB97M-V/def2-TZVPD" gap_ev=6.5 mol_weight_g_mol=645.60
Pd -0.301 -0.755 -0.963 -0.48 -0.03 -0.83 0.4378
O 0.372 1.291 0.579 0.07 0.00 -0.16 -0.1871
N -0.627 2.106 0.684 -0.05 0.06 0.15 -0.2428
C -0.797 2.749 1.868 0.01 -0.04 -0.08 -0.0230
C -1.816 3.642 2.073 0.02 0.00 0.06 -0.0632
C -2.716 3.893 1.042 0.02 -0.02 -0.01 -0.0780
C -2.548 3.221 -0.147 -0.09 -0.02 -0.08 -0.0978
C -1.508 2.313 -0.346 0.04 -0.03 0.02 -0.6582
S -1.277 1.448 -1.835 -0.06 0.25 0.25 0.4545
H -0.053 2.481 2.601 0.00 0.02 0.02 0.1319
H -1.898 4.127 3.035 0.00 0.00 -0.01 0.1067
H -3.530 4.593 1.169 0.00 -0.01 0.01 0.1064
H -3.229 3.369 -0.973 0.01 0.00 0.00 0.1062
I -3.038 -0.745 -1.387 -0.10 0.18 0.03 0.2903
I -4.473 -3.040 -0.811 0.00 -0.06 0.01 -0.0672
C 0.071 -2.699 -0.745 0.05 0.45 0.41 -0.1671
C 0.271 -2.319 0.649 0.23 -0.52 0.24 -0.3695
C -0.820 -2.231 1.524 -0.15 0.11 0.04 -0.0693
C -0.662 -1.714 2.805 -0.04 -0.06 -0.13 -0.0788
C 0.583 -1.290 3.233 0.03 0.05 0.08 -0.0932
C 1.682 -1.380 2.382 -0.02 -0.02 -0.08 -0.0870
C 1.530 -1.887 1.108 0.07 -0.03 0.05 -0.0609
H -0.832 -3.254 -0.980 0.07 -0.16 -0.05 0.0488
H 0.957 -2.947 -1.317 -0.01 -0.30 0.05 0.0546
H -1.789 -2.586 1.189 0.00 0.01 0.03 0.0689
H -1.519 -1.653 3.464 0.01 0.01 0.01 0.1049
H 0.704 -0.891 4.232 0.01 0.00 -0.01 0.0999
H 2.656 -1.047 2.715 -0.01 0.00 0.01 0.1031
H 2.382 -1.967 0.442 0.01 0.02 0.01 0.1106
N 3.153 0.361 -2.963 -0.02 -0.06 -0.06 0.0681
C 2.977 -0.727 -3.790 0.07 0.12 0.03 -0.0842
C 1.815 -1.306 -3.390 -0.13 -0.03 0.03 -0.1209
N 1.285 -0.586 -2.343 0.45 0.12 -0.01 -0.0607
C 2.112 0.407 -2.108 0.06 0.07 -0.05 -0.1766
H 3.914 1.015 -2.990 -0.01 -0.01 -0.01 0.1550
H 3.672 -0.974 -4.572 -0.01 -0.01 0.00 0.1113
H 1.321 -2.173 -3.792 -0.01 0.00 0.03 0.1113
H 1.975 1.155 -1.341 -0.03 -0.03 0.01 0.1153


24
Properties=species:S:1:pos:R:3:forces:R:3:lowdin_charge:R:1 method="wB97M-V/def2-TZVPD" gap_ev=9.4 smiles=CSC(C#N)(C#N)N1CCOCC1 mol_weight_g_mol=197.26
C -1.368 -1.008 2.486 0.41 -0.12 -0.24 -0.3902
S -0.319 -2.220 1.632 -0.52 0.82 -1.69 0.8735
C -0.476 -1.403 -0.259 0.82 -0.64 2.95 -0.5840
C 0.330 -2.336 -1.017 0.22 -0.10 -0.33 -0.2476
N 1.007 -3.036 -1.615 0.36 -0.33 -0.27 0.2106
C -1.869 -1.553 -0.567 -0.52 0.09 -0.17 -0.2454
N -2.985 -1.693 -0.784 -0.36 0.05 -0.08 0.2137
N -0.022 -0.046 -0.227 -0.31 -0.19 -0.12 -0.1353
C -0.152 0.599 -1.533 0.09 0.47 -0.20 -0.1371
C 0.179 2.085 -1.371 -0.32 -0.22 -0.26 -0.1876
O 1.472 2.268 -0.855 0.17 0.09 -0.08 -0.1227
C 1.605 1.625 0.389 0.09 -0.32 0.12 -0.1852
C 1.334 0.125 0.272 0.30 0.40 0.17 -0.1689
H -1.761 -1.503 3.370 -0.03 -0.02 0.04 0.0344
H -2.189 -0.722 1.834 -0.12 0.01 0.06 0.0297
H -0.780 -0.138 2.767 -0.09 0.05 0.02 0.0293
H -1.174 0.482 -1.900 0.04 0.04 0.01 0.1279
H 0.546 0.152 -2.262 -0.11 0.02 0.06 0.1382
H 0.163 2.580 -2.344 -0.10 -0.03 0.09 0.1306
H -0.567 2.547 -0.706 0.05 -0.01 -0.08 0.1312
H 0.903 2.065 1.113 0.06 -0.04 0.01 0.1284
H 2.629 1.800 0.722 -0.08 -0.03 0.04 0.1307
H 2.079 -0.332 -0.398 -0.08 0.01 0.03 0.1369
H 1.416 -0.340 1.254 0.03 0.01 -0.06 0.0890


21
Properties=species:S:1:pos:R:3:forces:R:3:lowdin_charge:R:1 method="wB97M-V/def2-TZVPD" gap_ev=9.2 total_charge=+1 smiles="CNCCOC(C)=[NH2+]" mol_weight_g_mol=117.17
C -1.433 0.987 1.265 -3.44 1.54 -2.52 -0.1566
N -0.485 -0.046 1.320 -1.61 -4.11 0.76 -0.1979
C 0.865 0.124 1.715 0.06 1.61 -1.61 -0.1509
C 1.698 -0.658 0.607 -1.53 -2.24 2.46 -0.1038
O 1.511 0.018 -0.595 -0.13 0.45 -1.16 0.0606
C 0.476 -0.088 -1.318 -2.47 0.39 -1.21 -0.3145
C -0.540 -1.195 -1.531 0.73 1.12 1.98 0.0638
N 0.254 0.931 -2.142 0.31 -1.57 1.18 0.2730
H -1.575 1.767 2.027 0.85 -0.32 0.17 0.0876
H -2.514 0.630 1.116 1.57 -0.31 0.65 0.1117
H -1.392 1.482 0.234 0.50 0.14 1.30 0.0819
H -0.842 -0.966 1.740 0.28 2.07 -0.86 0.1661
H 0.925 -0.208 2.769 1.19 0.47 -0.60 0.1394
H 0.977 1.243 1.471 0.90 -1.45 1.19 0.1570
H 2.734 -0.616 0.684 1.80 -0.06 0.83 0.1089
H 1.386 -1.782 0.587 0.32 2.00 -0.25 0.1720
H -0.162 -1.877 -2.199 1.29 -1.85 -1.52 0.0846
H -1.290 -0.714 -2.059 -1.74 0.74 -0.87 0.0739
H -0.995 -1.697 -0.702 0.32 -0.02 0.64 0.0947
H 0.924 1.609 -2.260 1.97 1.95 0.10 0.1183
H -0.522 1.060 -2.727 -1.17 -0.54 -0.67 0.1303